Entry from the Open Molecules 2025 dataset: a cluster of 9 separate species, C44H107N17O4P4 in total in a non-equilibrium geometry (the ωB97M-V functional and the def2-TZVPD basis).

Last column: Löwdin charge in e.
Atoms and positions in Å:
C 0.6228 -1.0461 3.8236  -0.08
N -0.3982 -0.1455 4.3892  -0.29
C -0.1933 1.2979 4.2031  -0.09
P -1.3662 -0.5992 5.6732  0.54
O -0.6492 -0.6494 6.9668  -0.29
N -2.6249 0.5142 5.5671  -0.31
C -3.1967 1.2082 6.7034  -0.11
C -3.3401 0.6578 4.3110  -0.10
N -2.0867 -2.0884 5.2759  -0.30
C -3.0803 -2.6302 6.1785  -0.11
C -2.2484 -2.5188 3.8998  -0.16
H 0.1943 -2.0461 3.8402  0.06
H 1.4864 -1.0426 4.4929  0.09
H 0.8267 -0.7166 2.8137  0.04
H -1.0165 1.6980 3.6055  0.04
H 0.6905 1.4689 3.5924  0.06
H -0.1420 1.8303 5.1516  0.09
H -4.1404 0.7348 7.0085  0.08
H -2.4975 1.1886 7.5393  0.08
H -3.4422 2.2458 6.4573  0.08
H -2.6950 1.1560 3.5789  0.04
H -3.4784 -0.3640 3.9418  0.06
H -4.2759 1.2000 4.4014  0.09
H -4.0445 -2.1169 6.0744  0.08
H -3.1505 -3.7023 5.9947  0.08
H -2.7403 -2.4764 7.2046  0.08
H -3.2706 -2.4076 3.5103  0.07
H -1.9629 -3.5703 3.8075  0.09
H -1.6858 -1.9128 3.1903  0.05
C -0.4163 6.4785 -2.0750  -0.11
N -0.8523 5.1127 -2.3313  -0.28
C -2.1885 4.7932 -1.8423  -0.11
P -0.0679 4.0781 -3.4031  0.57
O -0.5183 2.6768 -3.2827  -0.28
N -0.2983 4.6953 -4.9565  -0.30
C -1.4189 4.2505 -5.7668  -0.11
C 0.2949 5.9638 -5.3727  -0.11
N 1.5682 4.2981 -3.0857  -0.29
C 2.0487 4.2819 -1.6991  -0.08
C 2.5161 3.8606 -4.0654  -0.12
H -1.0540 7.2039 -2.5931  0.09
H 0.6245 6.5953 -2.3680  0.07
H -0.5184 6.6889 -1.0073  0.04
H -2.9588 4.9999 -2.5941  0.10
H -2.4743 5.3999 -0.9819  0.05
H -2.1867 3.7391 -1.5675  0.05
H -1.1358 4.2314 -6.8209  0.08
H -1.6007 3.2012 -5.5226  0.07
H -2.3470 4.8042 -5.6070  0.08
H -0.3807 6.5490 -5.9947  0.08
H 0.6836 6.4903 -4.5043  0.06
H 1.1790 5.8101 -6.0063  0.07
H 1.4267 4.8763 -1.0322  0.06
H 1.9346 3.2384 -1.3732  0.04
H 3.1018 4.5434 -1.6737  0.08
H 3.5429 4.1359 -3.8263  0.09
H 2.3633 4.3601 -5.0314  0.06
H 2.4242 2.7929 -4.3063  0.08
C 3.6047 -8.0343 0.4067  -0.11
N 3.9273 -7.2034 1.5670  -0.31
C 3.5717 -7.8665 2.8021  -0.12
P 3.6557 -5.5351 1.4487  0.54
O 2.2180 -5.2228 1.4855  -0.27
N 4.5553 -4.8234 2.6836  -0.30
C 5.9763 -5.0712 2.8493  -0.10
C 3.9190 -3.7339 3.4102  -0.11
N 4.4135 -5.1009 0.0095  -0.31
C 5.6434 -5.7337 -0.4326  -0.13
C 4.1580 -3.8034 -0.5926  -0.09
H 2.5331 -8.2489 0.3644  0.08
H 4.1322 -8.9828 0.5441  0.09
H 3.9804 -7.6028 -0.5174  0.06
H 4.2464 -8.6839 3.0651  0.08
H 2.5725 -8.3149 2.7070  0.09
H 3.4598 -7.1548 3.6206  0.08
H 6.3855 -4.6998 3.7867  0.08
H 6.1104 -6.1417 2.6923  0.07
H 6.5673 -4.5394 2.0908  0.07
H 2.9210 -3.9739 3.7868  0.07
H 4.4895 -3.5390 4.3186  0.08
H 3.7441 -2.8183 2.8365  0.07
H 6.5176 -5.1006 -0.2341  0.08
H 5.8491 -6.6507 0.1177  0.07
H 5.7032 -5.9651 -1.5000  0.09
H 3.5662 -3.9501 -1.5023  0.03
H 5.0728 -3.2654 -0.8462  0.09
H 3.5580 -3.1755 0.0664  0.07
C -1.7712 -1.1476 -0.8035  -0.11
N -3.1995 -0.9302 -0.5210  -0.29
C -3.6025 -1.3017 0.8232  -0.11
P -4.3716 -0.5294 -1.6602  0.53
O -5.6227 0.0263 -1.0907  -0.28
N -3.5521 0.3236 -2.8517  -0.27
C -2.9910 1.6365 -2.5092  -0.14
C -4.3555 0.5033 -4.0800  -0.11
N -4.6655 -2.0405 -2.3500  -0.31
C -6.0880 -2.4422 -2.4884  -0.11
C -3.6688 -2.7904 -3.1520  -0.09
H -1.2317 -0.3799 -0.2379  0.02
H -1.5811 -1.1073 -1.8692  0.08
H -1.4482 -2.0709 -0.3151  0.09
H -3.9502 -2.3401 0.8186  0.09
H -4.3521 -0.5952 1.1754  0.05
H -2.7805 -1.2190 1.5353  0.05
H -2.2476 1.6089 -1.7102  0.05
H -2.4017 1.9269 -3.3815  0.05
H -3.7148 2.4095 -2.2374  0.07
H -4.7809 -0.4315 -4.4497  0.07
H -5.2522 1.0723 -3.7998  0.08
H -3.8314 1.0374 -4.8658  0.08
H -6.4293 -2.6101 -1.4634  0.07
H -6.6386 -1.6374 -2.9737  0.07
H -6.2000 -3.4160 -2.9593  0.07
H -2.9148 -3.0511 -2.4091  0.07
H -3.2694 -2.1706 -3.9577  0.07
H -4.1205 -3.6744 -3.5908  0.07
C 2.3009 -0.2849 0.7685  -0.08
C 0.8692 -0.0326 0.2619  -0.25
C 0.6731 1.4078 -0.2112  -0.22
C 0.9905 2.4294 0.7871  -0.25
N 1.2467 3.2007 1.5969  0.18
H 2.4446 -1.3532 0.9329  0.06
H 2.5585 0.2689 1.6693  0.08
H 2.9708 0.0064 -0.0440  0.03
H 0.0234 -0.2446 0.9198  0.08
H 0.7200 -0.6286 -0.6423  0.06
H -0.3280 1.6561 -0.5714  0.06
H 1.3400 1.5419 -1.0702  0.10
C -0.8685 7.6019 1.2912  -0.11
C -0.5025 6.3144 2.0508  -0.25
C 0.7775 6.5439 2.8864  -0.20
C 0.5449 7.5291 3.9420  -0.24
N 0.3371 8.3251 4.7424  0.14
H -1.7462 7.4723 0.6580  0.06
H -0.0435 7.9386 0.6636  0.07
H -1.1021 8.3718 2.0278  0.07
H -0.3142 5.4974 1.3556  0.08
H -1.2572 5.9868 2.7660  0.11
H 1.5648 6.9399 2.2413  0.12
H 1.1315 5.5983 3.2955  0.10
C 1.1099 -6.4187 -1.8371  -0.08
C 2.4245 -5.8778 -2.3638  -0.26
C 2.2666 -4.6686 -3.3107  -0.17
C 1.6814 -3.5350 -2.5754  -0.23
N 1.2305 -2.6339 -2.0263  0.22
H 1.2710 -7.0588 -0.9714  0.05
H 0.4096 -6.7558 -2.5953  0.08
H 0.6318 -5.5470 -1.3660  0.07
H 2.9730 -6.7048 -2.8258  0.11
H 3.1159 -5.5126 -1.6005  0.05
H 1.5972 -4.8249 -4.1602  0.12
H 3.2497 -4.4532 -3.7296  0.12
C 4.2260 0.1508 -4.5034  -0.09
C 3.5787 -0.7161 -3.4009  -0.24
C 4.3201 -0.5872 -2.0648  -0.20
C 4.5719 0.8066 -1.6702  -0.23
N 4.7441 1.9046 -1.3940  0.18
H 4.1721 1.2142 -4.3055  0.05
H 3.8291 -0.1673 -5.4658  0.07
H 5.2719 -0.1757 -4.5247  0.08
H 3.4100 -1.7486 -3.6885  0.08
H 2.5996 -0.3009 -3.1373  0.10
H 5.2348 -1.1809 -2.1224  0.12
H 3.7013 -0.9646 -1.2450  0.07
C -4.3990 4.6078 0.2541  -0.10
C -4.9924 3.1987 0.3917  -0.23
C -4.3552 2.2164 1.3803  -0.15
C -2.9337 2.0028 1.0719  -0.17
N -1.8188 1.8463 0.8497  0.23
H -3.3114 4.5925 0.1143  0.02
H -4.4121 5.1343 1.2148  0.08
H -4.8513 5.1991 -0.5352  0.08
H -4.9437 2.7156 -0.5858  0.08
H -6.0666 3.2620 0.5688  0.12
H -4.8599 1.2575 1.2765  0.09
H -4.4123 2.5961 2.4006  0.11

Output
E_LUMO = 0.010 Eh
Energy above the lowest of the compared OMol25 structures with the same formula, charge and spin = 2.3 kcal/mol
Kohn-Sham gap = 0.304 Ha